# 1
The following is a DFT calculation (wB97M-V/def2-TZVPD) of a cluster of 2 separate species, C4H8N2 in total at a distorted geometry.

The geometry in XYZ format:
```
14
Properties=species:S:1:pos:R:3:mulliken_charge:R:1
H 2.14398 1.55204 0.78844 0.332
C -2.87475 -0.26999 0.43980 -0.375
H 2.26516 0.18772 -1.65005 0.202
H -1.00296 -0.62925 1.58266 0.392
H -3.92163 0.08903 0.62544 0.100
C 0.92046 -0.02291 1.04473 0.410
C 2.60604 -0.22429 -0.65517 -0.857
C 1.98701 0.51878 0.54239 -0.496
H 3.67568 -0.23398 -0.58088 0.319
N 0.06940 -0.66483 1.67964 -0.517
H -3.47413 0.85592 -1.23420 0.253
N -2.79520 0.12274 -0.79340 -0.258
H 2.34638 -1.31813 -0.46850 0.278
H -1.94544 0.03713 -1.32092 0.218
```

Calculated values
- Relative energy (zero: lowest compared OMol25 entry of this formula, charge and spin): 97.09 kcal/mol
- Gap between HOMO and LUMO: 8.571 eV
- Highest occupied orbital energy: -7.948 eV
- Lowest unoccupied orbital energy: 0.62 eV


# 2
The following is a DFT calculation (wB97M-V/def2-TZVPD) of a structure of composition C24H48AsF7O24Rb at a distorted geometry.

The geometry in XYZ format:
```
105
Properties=species:S:1:pos:R:3:mulliken_charge:R:1
C -0.19856 -1.09744 4.36802 0.227
C 1.69988 -4.84071 -0.69939 0.781
H -2.77105 6.61847 -1.13224 0.271
H 0.49871 5.25383 2.73828 0.309
F 4.45084 1.63253 -4.40121 -0.476
F 4.22296 0.03616 -2.37366 -0.464
H 5.81981 -1.17342 -0.32700 0.150
H -6.24297 1.69031 -5.82720 0.217
O 2.22226 -4.83793 -1.93284 -0.400
C -6.17568 2.32304 4.31071 -0.760
H 0.54422 4.67948 1.09206 0.123
H 0.99096 -7.34321 1.23685 0.222
H -1.83254 1.89142 1.53180 0.134
H 3.34265 -4.74832 3.72037 0.322
H -0.53051 -0.16081 3.92010 -0.249
O -2.59177 0.09106 -4.71079 -0.400
H -0.29243 2.72511 -0.12348 -0.467
H 5.32651 -0.64508 5.34637 0.324
O 0.95117 -0.87427 5.13193 -0.391
C -3.64213 0.69233 -4.21297 0.913
O -4.80479 2.55056 4.21908 -0.341
Rb 1.09868 -0.07095 0.25755 0.249
F 3.90586 2.47372 -1.96298 -0.512
H 4.58100 0.74057 4.49996 0.200
C -3.72746 -3.26066 -2.63175 0.807
O -2.69573 -4.12666 -2.37178 -0.365
H 5.25436 2.71691 1.01126 0.415
H -6.63244 -3.48403 -3.25592 0.287
H 5.43254 1.61031 2.36259 0.160
C -5.77154 -3.15082 -3.83550 -0.567
H 0.89406 -5.57015 1.58163 0.204
H -5.71579 -2.07279 -3.98665 0.170
H 0.00324 -1.92420 3.68697 0.182
O 3.74278 -1.85983 1.21843 0.309
C -0.35499 3.15610 -1.12269 0.722
F 1.84618 0.95498 -2.08145 -0.203
H -5.90273 1.95384 -3.98210 0.292
H -5.98053 -3.49213 -4.84937 0.283
C 2.00081 -0.34115 4.49690 0.420
H -6.54398 2.10370 3.30854 0.335
O -4.62678 -3.81465 -3.43553 -0.374
H -0.38874 2.28723 -1.77998 -0.282
As 3.24680 1.27656 -3.16934 1.993
C -2.65430 3.73834 -1.32407 0.773
O -3.82548 -2.10822 -2.18564 -0.495
O -2.84047 2.73006 3.24086 -0.402
O 2.11423 2.70776 0.96557 -0.036
H 1.40390 6.18025 1.73887 0.372
C 2.73943 3.41305 1.84539 0.498
H -6.74651 3.20511 4.60091 0.288
F 2.50911 0.03258 -4.35512 -0.549
H -1.09315 1.78038 3.09702 -0.216
O -1.39854 4.09381 -1.36415 -0.428
H -0.94816 -1.10309 -4.16863 0.142
O -4.60970 0.87365 -5.19903 -0.399
C 1.15390 5.12824 1.87627 -0.553
C -1.46216 -0.18501 -3.88397 -0.400
H 3.10187 -3.14803 3.63590 -0.131
H 4.15664 1.35316 1.15447 0.222
H 1.96343 -2.86721 -2.77427 0.207
H -1.61851 -3.18764 -0.77165 0.327
H 0.62839 3.57355 -1.33903 0.281
H -0.71174 -4.42550 -1.68373 0.117
O 1.56104 -3.92131 0.00031 -0.229
C 4.70098 2.10605 1.72451 -0.606
H 4.57909 -0.87424 3.80475 -0.166
H 6.68219 -0.88200 1.21220 0.233
H -6.43204 1.40178 4.83383 0.285
C -2.99383 6.06157 -2.04237 -0.693
H -6.49039 0.43503 -4.58338 0.209
C 0.69100 -6.36422 0.86307 -0.531
H -0.36996 -6.42130 0.61976 0.291
C -1.69470 2.43506 2.46644 0.290
H -1.02606 -2.90311 -2.34426 -0.113
O 5.88690 -2.79326 1.00528 -0.363
H 7.43550 -1.81817 -0.03885 0.254
O 3.88099 3.02552 2.43648 -0.400
O -3.40090 4.68425 -1.81178 -0.367
O -4.53962 1.62207 2.10981 -0.494
H -2.24615 6.20883 -2.82172 0.286
C 2.70670 -3.58003 -2.41713 -0.356
C 6.47300 -1.61010 0.42848 -0.463
C -5.90536 1.31132 -4.86258 -0.582
H -0.72502 0.60087 -4.04861 0.282
O 1.34117 -6.04059 -0.36398 -0.424
O 1.99579 0.00370 3.33512 -0.029
F 2.24432 2.60029 -4.00868 -0.545
O -3.06882 2.69946 -0.91326 -0.435
O 2.28130 4.45611 2.48447 -0.334
H -1.80824 -0.27211 -2.85404 0.205
C 3.22888 -3.98561 2.95003 0.018
C -4.10641 2.20459 3.09011 0.659
H -1.19576 3.37655 2.23673 0.073
C 4.48329 -0.31870 4.73765 -0.131
O 3.14772 -0.56474 5.28810 -0.370
H -3.88397 6.51646 -2.47691 0.276
H -1.02678 -1.40679 5.00556 0.241
F -1.69847 0.02344 -0.27570 -0.959
H 3.31993 -3.79552 -3.29212 0.263
C -1.50079 -3.67555 -1.73921 -0.076
O -3.82313 1.00245 -3.01684 -0.520
O 4.43164 -3.86833 2.24083 -0.367
C 4.58799 -2.73546 1.44348 0.299
H 3.43973 -3.21262 -1.69895 0.088
H 2.32207 -4.08542 2.35350 -0.080
```

Calculated values
- Relative energy (zero: lowest compared OMol25 entry of this formula, charge and spin): 3.06 kcal/mol
- Total charge: -1
- Gap between HOMO and LUMO: 6.604 eV
- Highest occupied orbital energy: -4.955 eV
- Lowest unoccupied orbital energy: 1.65 eV


# 3
The following is a DFT calculation (wB97M-V/def2-TZVPD) of a cluster of 2 separate species, C3H6NPS in total at a distorted geometry.

The geometry in XYZ format:
```
12
Properties=species:S:1:pos:R:3:mulliken_charge:R:1
S 0.63231 1.77910 0.18656 -0.116
H -0.20967 -0.98442 -0.45940 0.304
H -4.60823 -1.57551 0.99777 0.277
P -1.33995 1.30046 0.21006 -0.092
N -3.72543 -0.23844 -0.49052 -0.382
C 0.78712 -0.95703 0.11201 -1.078
C -4.21410 -0.83239 0.34590 0.112
H -1.77516 2.56543 -0.49030 0.029
C 1.48665 0.32827 -0.03439 -0.004
H 1.42467 -1.81103 -0.12232 0.279
H 2.51496 0.52679 -0.13269 0.398
H 0.36646 -0.95201 1.23079 0.271
```

Calculated values
- Relative energy (zero: lowest compared OMol25 entry of this formula, charge and spin): 68.39 kcal/mol
- Gap between HOMO and LUMO (spin up / spin down): 6.838 / 7.413 eV
- Highest occupied orbital energy (spin up / spin down): -7.257 / -7.361 eV
- Lowest unoccupied orbital energy (spin up / spin down): -0.42 / 0.05 eV


# 4
The following is a DFT calculation (wB97M-V/def2-TZVPD) of a cluster of 10 separate species, C35H76Br2F7IN21O12 in total at a distorted geometry.

The geometry in XYZ format:
```
154
Properties=species:S:1:pos:R:3:mulliken_charge:R:1
H 3.93857 2.06557 -0.28277 0.331
C 0.12537 1.19218 -5.57048 -1.092
H -1.81869 0.76946 -4.75282 -0.192
C -0.90882 -5.38415 11.42531 0.582
N 0.97869 5.73387 2.11598 -0.419
H -0.72797 -7.32038 10.64883 0.158
C -1.03750 -1.07257 3.21980 0.601
H 5.95835 -1.27485 -0.51872 0.285
C 0.50241 5.03010 3.18848 0.596
F -1.20028 -2.37135 3.30289 -0.318
H 1.27207 6.69199 2.16209 0.200
H -0.87065 -2.90568 -10.52268 0.238
H 0.40120 1.83538 -4.71783 0.391
C -0.90026 0.98419 -1.80867 0.941
H -6.23952 2.35303 7.00391 0.223
H -1.73000 -0.66401 1.28873 -0.061
C -1.94490 0.26688 -6.87747 -0.339
C -3.22101 1.36029 -0.65830 0.585
H -6.16309 3.94766 7.66845 0.146
H 1.07145 -3.92121 7.09758 0.168
C -1.38154 -3.45741 -6.07412 -0.999
O -0.97392 -4.19540 11.16715 -0.603
H -2.35714 -6.04200 7.09921 0.196
H 0.35019 -2.56508 -11.70014 0.161
H -3.94395 -2.61698 -6.75962 0.387
H -1.12244 -0.20857 -7.42201 -0.049
H 6.00920 5.69243 0.14213 0.156
C 0.80305 -0.19644 -5.52891 -0.047
H -2.13901 -3.68016 -8.05494 0.374
H -3.82526 -0.24242 -6.00594 0.385
C -1.41614 1.14839 -5.70329 -0.172
H -0.62093 1.13995 -2.85743 -1.662
H -2.33397 -4.46769 7.82677 0.160
N 4.12079 5.53412 1.81343 -0.384
N -3.69470 4.30017 7.20701 -0.305
C 8.40899 -1.78078 -2.00376 0.310
H -1.44577 1.23027 4.60695 -0.141
H -3.46557 -1.57929 -8.19614 0.233
O -1.57755 -0.55620 -10.16924 -0.596
O -6.23779 -1.52878 -7.16456 -0.611
H -7.57728 -2.72366 -8.87616 0.217
H 5.13410 0.28127 -2.99024 0.580
H 3.34261 -0.18421 -3.97498 0.438
O 8.25732 -2.73246 -1.34803 -0.455
C 0.21303 -1.51322 1.01670 -0.999
H -0.21475 0.91970 -11.62678 0.221
I 4.16464 1.09173 3.61450 0.011
H -6.35337 0.90831 -7.61689 0.212
N -1.33117 2.13057 5.03034 0.326
H -1.93375 2.88055 4.74647 0.158
H 0.10169 5.20006 5.17833 0.211
H -0.80507 -2.72554 -5.49105 -0.043
H 9.19843 -2.51010 -3.59939 0.346
H 2.23285 -1.20903 1.68174 0.476
N 0.09985 -4.00052 7.33481 -0.258
N -7.57015 -1.72605 -8.98567 -0.413
H 0.71791 6.66651 4.47366 0.164
O -3.84742 2.21328 6.34931 -0.549
H 2.71040 1.55423 -1.99975 0.323
C -0.76350 -0.59154 1.79049 0.191
N -5.70627 3.17475 7.22285 -0.435
N -0.78267 -6.33761 10.45989 -0.331
H -2.26639 -3.68646 -5.46304 0.314
H -0.35117 -3.24174 7.81713 0.174
C -3.17763 -1.98649 -7.22114 -0.888
O 5.86012 1.51721 1.28846 -0.379
H -1.11730 -2.25845 -7.91860 0.042
C 2.51199 0.47073 -2.09675 0.585
H 0.30912 0.44709 5.88065 0.046
H 4.87910 6.09914 2.14754 0.168
O 9.37248 -1.78861 -2.97848 -0.491
O 0.02701 -6.06460 6.40060 -0.684
C 7.59298 -0.51264 -1.76987 -0.326
H -7.36973 0.79728 -9.01117 0.158
H -0.42613 0.44374 1.88906 0.196
N -6.87182 0.34678 -8.26700 -0.381
N 0.38331 1.35110 6.30853 -0.224
Br -3.89215 -0.29244 -1.40063 -0.085
H 8.00279 -0.07140 -0.85353 0.304
C 0.39648 1.20234 -0.98623 -1.073
H 0.73177 -0.33807 -12.34261 0.150
N 3.38229 0.06404 -0.02830 0.472
H 0.51010 1.71495 -6.45957 0.457
C 4.76491 1.36864 1.56784 -0.718
H 2.39228 1.27176 -4.10249 0.423
N -1.85288 -5.20793 7.34034 -0.295
H -4.10944 5.09666 7.65237 0.173
N -0.36472 -2.23889 -11.07778 -0.346
C -1.89524 -2.83040 -7.39548 0.011
N -1.46806 -0.89653 10.26938 -0.348
H 0.20033 -0.95297 -6.03907 -0.058
N 0.44285 5.70807 4.36906 -0.315
N -0.95960 -5.86089 12.70505 -0.407
C 2.01606 -0.31864 -0.07512 -1.302
H -1.76254 2.17624 -5.87092 0.599
H -0.19468 -1.68437 0.01534 0.223
H 0.44475 -0.77218 -3.41154 0.357
H 5.48061 1.19497 -1.50749 0.309
F -2.88695 1.27681 0.62471 -0.143
H 3.31251 5.40293 2.39966 0.173
C 2.40474 0.27982 -3.64236 -1.691
N 5.23347 5.13112 -0.15611 -0.424
C 6.11737 -0.92105 -1.54264 -0.787
F -4.23741 2.22276 -0.70084 -0.257
C -6.85156 -1.00537 -8.07649 0.677
H -1.05386 -5.18611 13.44164 0.225
C -0.70358 -0.92453 -10.93302 0.624
O 3.18489 4.22835 0.20611 -0.570
H 0.18012 1.28435 0.08098 0.610
C 4.11755 4.92081 0.59805 0.714
H -0.74383 -0.21551 10.14363 0.146
H -0.74583 -6.02020 9.50702 0.217
H -1.07565 -0.36028 7.82350 0.048
N 1.59058 -1.00437 0.92077 0.198
C 3.63373 1.39313 0.52911 -0.003
N 1.36912 0.08912 -1.23070 1.295
H 0.27772 -2.50295 1.48198 0.816
C 5.14319 0.22875 -1.89388 -0.595
F -0.15804 -0.61917 4.10523 -0.277
H 2.72013 1.82329 0.96116 0.750
N -1.79552 -1.03835 7.99710 -0.076
H 1.09084 1.50480 7.00433 0.200
O 0.16232 3.86691 3.08323 -0.486
H -2.45611 0.91924 -7.59364 0.380
C -0.53679 -5.15339 6.98434 0.516
C -2.16099 -1.46435 9.24682 0.627
C -2.91436 -0.79475 -6.27427 -0.393
H 0.82840 2.16149 -1.29622 0.071
H -2.45964 -1.15799 -5.33959 0.140
C -0.41503 2.40663 5.97333 0.507
F -1.45957 2.90739 -0.59606 -0.230
H 1.03535 5.24646 1.23731 0.077
O -0.29160 3.51558 6.48877 -0.816
C -4.38325 3.16528 6.88994 0.576
H 1.72607 -0.11734 -6.12687 0.328
H 7.72194 0.13789 -2.64129 0.355
O -3.03877 -2.28994 9.42403 -0.638
C -2.01774 1.98090 -1.44792 0.179
H 1.70414 -1.65186 -4.27497 0.359
F 3.59701 -1.55269 -1.52784 -0.513
H -1.17959 -0.07063 -1.71630 0.657
H -1.70746 -1.18980 11.19994 0.211
H -2.71331 4.32148 6.97867 0.182
H -0.75894 -4.33967 -6.24390 0.409
C 3.74560 -0.16308 -1.43748 -0.166
H 5.94092 -1.79753 -2.17376 0.509
Br -2.69357 2.98804 -2.96430 -0.002
N 0.00960 -0.05518 -11.70761 -0.429
H -2.28795 -1.43667 7.21781 0.113
C 1.26746 -0.65481 -4.12326 -0.659
H 5.26604 4.69606 -1.05991 0.210
H -0.90885 -6.83401 12.93927 0.153
F -2.21469 -0.54110 3.57679 -0.300
H -8.08157 -1.31536 -9.74355 0.153
```

Calculated values
- Total charge: +1
- Gap between HOMO and LUMO: 7.893 eV
- Highest occupied orbital energy: -10.733 eV
- Lowest unoccupied orbital energy: -2.84 eV


Per-record energy, eV: -7253.6652; -155325.3128; -24818.9894; -260602.0730